{
  "formula": "C50H108F6O25",
  "method": "wB97M-V/def2-TZVPD",
  "species": ["F", "F", "F", "F", "F", "F", "O", "O", "O", "O", "O", "O", "O", "O", "O", "O", "O", "O", "O", "O", "O", "O", "O", "O", "O", "O", "O", "O", "O", "O", "O", "C", "C", "C", "C", "C", "C", "C", "C", "C", "C", "C", "C", "C", "C", "C", "C", "C", "C", "C", "C", "C", "C", "C", "C", "C", "C", "C", "C", "C", "C", "C", "C", "C", "C", "C", "C", "C", "C", "C", "C", "C", "C", "C", "C", "C", "C", "C", "C", "C", "C", "H", "H", "H", "H", "H", "H", "H", "H", "H", "H", "H", "H", "H", "H", "H", "H", "H", "H", "H", "H", "H", "H", "H", "H", "H", "H", "H", "H", "H", "H", "H", "H", "H", "H", "H", "H", "H", "H", "H", "H", "H", "H", "H", "H", "H", "H", "H", "H", "H", "H", "H", "H", "H", "H", "H", "H", "H", "H", "H", "H", "H", "H", "H", "H", "H", "H", "H", "H", "H", "H", "H", "H", "H", "H", "H", "H", "H", "H", "H", "H", "H", "H", "H", "H", "H", "H", "H", "H", "H", "H", "H", "H", "H", "H", "H", "H", "H", "H", "H", "H", "H", "H", "H", "H", "H", "H", "H", "H"],
  "positions_angstrom": [[1.87268, 5.09502, 0.29861], [-2.29563, -0.42468, -5.86239], [4.00818, 5.09046, 0.08620], [-1.94247, -2.30561, -4.79363], [3.12571, 3.98842, 1.71613], [-2.63308, -0.57956, -3.70377], [2.43131, -5.44381, -3.47143], [-0.32692, -6.66470, -4.15348], [-0.82345, 0.65772, 0.16503], [1.01891, -1.71914, -0.92653], [-0.24859, -3.46374, 2.39479], [-2.13583, 4.12625, -2.55950], [1.99732, 3.17393, -1.37838], [-5.12149, -0.77937, -2.59425], [-3.06084, 3.76805, -5.56108], [-2.08914, 2.23902, 6.21857], [-1.67741, 6.91114, -1.65041], [1.52664, -1.25699, 2.82385], [0.36770, -1.48200, -4.00453], [-3.18457, -0.76252, 0.45377], [3.69710, 2.20536, -0.32878], [-0.03552, 0.58731, -4.67314], [0.07372, 3.14505, 1.45483], [-2.76632, 7.12813, 4.96607], [-4.06973, -0.73782, 3.41812], [-2.18914, 5.08232, 7.04746], [-1.09295, -9.30555, -5.43768], [6.42756, -3.04819, 3.56597], [1.98145, 0.85780, 4.79088], [5.12772, -1.57708, -1.77395], [5.20668, -1.83739, 1.21670], [1.75221, -1.25018, -3.86752], [5.10527, -3.27397, 3.15980], [-3.72402, -1.34745, -0.71870], [4.73767, -0.73292, 0.49378], [1.50031, 0.12370, 2.51039], [-2.26074, -8.63716, -5.04035], [1.15643, -5.07738, -2.99371], [-1.90895, 3.96493, 7.87400], [0.68293, -1.71079, 3.84386], [-0.11475, 4.08496, 2.48003], [4.49533, -2.10690, 2.40817], [0.79365, 1.59152, 4.98838], [-4.36686, -0.22396, -1.55003], [3.49114, -4.95576, -2.70072], [-1.62084, 6.32094, 5.04657], [-0.29651, -4.83606, 2.07755], [-2.01762, 3.14878, -4.84810], [2.90616, 3.09146, -0.43793], [5.52189, -0.62034, -0.80621], [-3.37355, 7.52852, 6.16950], [1.78281, -2.73094, -0.29752], [-2.89492, -1.73971, 1.44421], [-3.04971, 5.20750, -2.84179], [-1.84428, 4.94381, 5.68412], [6.90584, -4.03472, 4.44055], [-2.27709, 2.98833, -3.36617], [2.54242, -1.41142, -5.14902], [-4.37929, -1.17205, -3.73003], [-1.85642, -0.96926, -4.75071], [-4.77246, 0.26034, 2.72381], [2.87281, 2.23085, -3.37141], [-2.93185, 6.32594, -1.82638], [-2.85329, -1.19893, 2.87506], [-1.18885, 2.96108, 0.81820], [1.80145, 2.08504, -2.29352], [0.37072, -3.19913, 3.62837], [5.83176, -1.39506, -2.97119], [2.95690, 4.33893, 0.44628], [0.12360, -5.33476, -4.07243], [-0.93900, -0.30806, -0.82859], [2.42651, 0.90158, 3.43596], [-0.42474, -0.51777, -4.42390], [-2.65292, 2.69996, 7.43499], [-2.76735, 1.26413, 5.46540], [-1.17743, 1.95204, -0.28649], [-0.26608, -1.58048, -0.35574], [-0.90967, 6.17352, -0.71986], [0.58222, -7.56986, -4.74798], [0.05860, -8.99695, -4.65276], [-2.83699, 3.79947, -6.95111], [-4.03304, 4.71660, -2.85702], [0.79992, 2.20859, -2.70102], [4.39689, -5.53548, -2.86038], [-2.66750, 8.12519, 6.76201], [-0.42443, -0.02957, -1.76439], [0.52258, 0.61287, 2.51307], [-0.48212, 5.04494, 2.10367], [-0.03712, 1.26066, 4.35673], [2.51914, 1.93127, 3.07038], [-2.96218, -1.92369, -1.25045], [2.05495, -0.84260, -5.94252], [1.89656, -2.66874, 0.78792], [-1.58179, 2.21680, -3.03214], [-2.13625, 1.87929, -0.81053], [6.87040, -5.01830, 3.95330], [-2.09237, -0.41365, 2.96935], [-4.57417, -2.00167, -0.49901], [7.95841, -3.80399, 4.60351], [-3.67464, 4.27499, -7.45585], [-0.20781, -3.58384, 4.47499], [-1.68728, 3.84362, 0.40903], [-1.18741, -5.33464, 2.46694], [-3.67005, 7.02730, -2.23510], [2.78415, -2.76210, -0.72186], [-4.15671, 8.23242, 5.88128], [-3.15149, -9.18259, -5.35632], [6.60421, -0.62564, -0.62915], [-0.80897, 6.86771, 5.54852], [5.34384, 0.38222, -1.21709], [0.01056, 6.71840, -0.52176], [2.15065, -1.94735, -3.12952], [-0.62872, 5.18531, -1.09542], [3.40841, 0.43585, 3.47459], [-2.18067, 4.23814, 8.89016], [-0.20936, -1.60996, 0.73639], [-3.82450, 1.51699, 5.32076], [2.01915, -0.30732, -3.38488], [-3.80648, 6.74888, 6.79244], [3.39113, -4.92028, -1.60506], [4.80024, 0.19571, 1.06704], [-0.81422, 3.77763, 3.26862], [-4.96875, -1.59601, -4.53529], [1.08137, -1.53359, 4.84711], [6.90875, -1.56616, -2.90971], [3.60004, -1.25142, -4.96439], [5.65336, -0.41424, -3.43106], [-2.59170, -2.07902, 3.46664], [-3.38053, 6.05488, -0.86338], [0.87745, -5.52264, -2.03231], [2.66813, 3.12296, -3.96079], [3.84593, 2.22971, -2.88115], [5.41830, -2.09631, -3.69923], [-3.50892, -1.80603, -3.53223], [-2.31676, -7.62615, -5.45334], [-0.83132, 3.77507, 7.82802], [-1.49532, 5.99580, 0.18788], [1.88393, 0.36049, 1.51321], [-0.89118, -2.45735, -0.57822], [-0.17711, -9.36566, -3.64945], [-1.83338, 2.16076, -5.29144], [-1.89375, -2.15371, 1.26521], [-3.56231, -2.60615, 1.39642], [4.46946, -1.24306, 3.07489], [3.71002, -0.84591, 0.11729], [0.81522, -7.22839, -5.76253], [-0.31892, -4.92446, 0.98978], [-0.41571, 2.21004, -1.03582], [1.22155, -3.65743, -0.46489], [0.82423, -9.66133, -5.05849], [0.51116, -4.96364, -5.03098], [-5.58723, 0.60091, 3.36314], [1.35161, -3.69333, 3.66448], [-1.20712, 6.19773, 4.04407], [5.03764, -4.19930, 2.57432], [1.03710, 2.65189, 4.87389], [0.82060, 4.26610, 3.01102], [-1.94076, 4.36135, -7.22658], [-1.84451, 2.66724, 1.64896], [-2.39084, 1.46574, 4.45606], [-0.27382, -1.17288, 3.76485], [-1.08043, 3.70824, -4.98043], [-0.75241, -4.70768, -3.89383], [-3.70137, 2.94936, 7.21989], [-2.76207, 2.77404, -7.32518], [0.60543, -5.36737, 2.39400], [0.40311, 1.39721, 5.98739], [3.50516, -2.41933, 2.07457], [-3.93359, -0.23351, -4.09715], [1.54440, -7.58553, -4.22215], [-2.68405, 1.88018, 8.16073], [-2.32065, -8.54107, -3.94899], [4.43213, -3.39356, 4.02188], [6.38298, -4.08964, 5.40052], [-3.62488, 0.46072, -1.97914], [2.93622, 1.42326, -4.10485], [-5.07045, 0.27185, -0.88387], [1.81702, 1.12988, -1.76426], [2.45324, -2.45147, -5.48314], [-0.92776, 4.35240, 5.59517], [-4.12490, 1.09915, 2.44402], [3.63711, -3.87913, -2.87338], [1.15969, -3.98695, -2.83825], [-2.65018, 4.44751, 5.13755], [-2.59099, 0.22116, 5.72547], [-5.24055, -0.11445, 1.81088], [-2.87912, 5.48873, -3.88549], [-3.27408, 2.55329, -3.20390], [-1.95883, -0.49689, -1.18839]],
  "forces_ev_per_angstrom": [[-0.03, 0.05, 0.39], [-0.18, -0.06, -0.12], [0.15, -0.07, -0.03], [0.00, 0.21, -0.58], [-0.20, 0.11, 0.18], [12.74, 3.83, 0.24], [0.03, -0.81, 0.43], [-0.12, 0.02, 0.16], [0.02, 0.31, 0.58], [0.42, 0.71, 0.34], [-0.02, 0.24, 0.11], [0.65, 0.25, 0.37], [-1.11, 0.77, 0.36], [-1.22, -0.91, 0.14], [-0.51, 0.51, 0.26], [0.73, -0.10, 0.52], [-0.09, -0.11, -0.20], [0.21, 0.03, -0.79], [-1.30, -0.96, 0.18], [-0.98, -0.65, 0.43], [0.46, -0.53, 0.61], [-0.56, 0.65, 0.13], [-0.40, 0.36, -0.61], [-0.28, -0.54, -0.67], [-0.27, -0.39, 0.38], [-0.18, 0.02, 0.49], [0.24, 0.05, -0.29], [-0.29, 0.50, 0.11], [-0.16, -0.10, -0.10], [0.15, -0.04, 0.39], [0.53, -0.12, 0.11], [2.28, 0.34, 1.00], [-0.52, 0.01, -0.05], [-0.92, 0.54, 0.25], [0.03, -0.30, -1.22], [0.84, 1.09, 0.47], [-0.46, 0.44, 0.39], [-0.13, 1.14, -0.51], [0.10, -0.54, -0.72], [-1.63, -0.08, -0.47], [0.36, 0.62, 0.76], [0.53, -0.60, -0.70], [0.00, -0.17, 0.48], [0.36, -0.81, -0.29], [0.51, 1.04, 0.88], [0.50, 0.00, 0.75], [0.11, -0.12, -0.54], [0.54, -0.09, -0.50], [0.05, -0.44, -0.89], [0.38, 1.13, 0.25], [0.06, 1.15, 0.17], [-0.57, -0.72, 0.00], [0.67, -0.08, 0.34], [0.62, -1.82, -0.51], [0.17, 0.66, -0.40], [0.55, -0.30, -0.45], [-0.80, -0.23, -0.29], [-1.31, -1.04, -0.34], [-4.62, -0.36, -0.69], [1.33, -0.49, 1.39], [-0.14, 0.13, -0.38], [-0.03, -0.50, -0.12], [-1.40, -0.14, -0.56], [-0.41, 0.06, -0.79], [-0.81, -0.74, 0.80], [0.55, -0.31, -0.67], [1.22, 0.36, 0.51], [-0.49, -0.22, -0.90], [-0.02, 0.31, -0.36], [-0.10, 0.15, 0.01], [0.63, -0.55, -1.19], [-0.37, -0.31, 0.47], [1.84, 0.10, -1.09], [-0.74, -0.17, -0.65], [-0.13, 1.20, -1.21], [0.85, -0.81, -0.46], [-0.26, -0.39, 0.36], [0.31, -0.35, -0.10], [0.27, -0.32, 0.58], [-0.62, -0.42, -0.97], [-0.01, -0.28, -0.06], [-0.35, 0.63, 0.32], [0.08, 0.20, 0.01], [-0.03, 0.10, -0.51], [0.07, -0.26, 0.19], [0.42, 0.39, 0.17], [-0.33, -0.61, 0.10], [0.06, 0.00, -0.18], [0.20, 0.32, -0.39], [-0.01, 0.07, 0.09], [-0.13, -0.16, -0.15], [0.69, 0.48, -0.05], [-0.31, 0.67, 0.01], [0.24, 0.25, 0.20], [-0.18, 0.42, 0.27], [-0.11, -0.06, 0.12], [0.07, -0.06, -0.12], [0.18, -0.24, 0.23], [-0.06, 0.00, 0.19], [-0.18, 0.03, 0.27], [-0.17, 0.08, 0.02], [0.68, 0.46, 0.00], [0.03, 0.04, 0.25], [0.48, 0.61, 0.11], [-0.12, 0.00, -0.32], [-0.09, -0.16, -0.06], [0.25, -0.23, -0.22], [0.03, -0.52, 0.09], [-0.14, -0.09, 0.50], [-0.26, 0.04, 0.03], [-0.17, 0.19, 0.14], [-0.58, -0.35, -0.08], [-0.03, 0.11, -0.18], [0.05, 0.09, -0.22], [-0.08, 0.04, 0.02], [0.30, 0.39, -0.02], [-0.19, -0.35, 0.66], [-0.79, 0.21, -0.30], [0.17, -0.24, -0.22], [-0.76, -0.73, -0.03], [0.10, 0.06, -0.01], [-0.22, -0.43, -0.28], [-0.99, -0.32, 0.38], [0.13, -0.17, -0.06], [0.05, 0.02, 0.32], [-0.04, 0.54, -0.21], [0.10, 0.27, 0.35], [0.25, 0.24, 0.20], [0.27, -0.37, 0.11], [0.18, -0.36, -0.09], [0.31, 0.23, 0.23], [0.05, 0.42, -0.11], [0.12, -0.25, 0.14], [-3.20, -1.82, 0.72], [0.04, -0.03, 0.00], [0.08, -0.16, 0.15], [0.13, 0.31, 0.20], [-0.03, -0.87, -0.26], [0.11, -0.17, -0.44], [0.35, 0.63, 0.36], [-0.02, -0.03, 0.20], [-0.28, 0.03, 0.16], [-0.42, 0.23, -0.07], [-0.13, 0.14, -0.12], [-0.27, -0.12, 0.61], [-0.23, -0.37, -0.22], [-0.15, 0.10, -0.02], [-0.27, 0.45, 0.04], [0.46, -0.39, -0.07], [0.13, 0.10, 0.06], [0.23, -0.27, -0.06], [0.20, 0.06, 0.18], [-0.04, -0.29, -0.08], [-0.50, -0.17, -0.22], [0.07, 0.00, -0.15], [-0.48, 0.11, -0.08], [0.18, -0.08, -0.33], [0.20, -0.05, 0.14], [-0.38, -0.47, -0.29], [0.20, -0.60, -0.05], [0.11, 0.08, 0.20], [0.03, 0.10, 0.02], [-0.09, -0.18, 0.30], [-0.06, 0.20, 0.22], [0.17, -0.04, -0.17], [-0.01, 0.05, 0.24], [0.42, 0.14, 0.18], [-0.33, 0.23, 0.68], [-4.34, -0.34, -0.95], [-0.04, 0.18, 0.13], [0.33, 0.23, 0.34], [0.09, -0.02, -0.01], [0.14, -0.17, 0.20], [-0.16, 0.17, -0.05], [-0.10, 0.30, 0.46], [-0.44, -0.15, 0.22], [0.13, 0.34, -0.09], [0.26, 0.07, 0.15], [0.06, -0.04, 0.09], [0.01, -0.03, -0.14], [0.00, 0.05, 0.06], [0.33, -0.09, -0.56], [-0.08, 0.01, 0.12], [0.04, -0.14, -0.04], [-0.10, 0.05, 0.36], [0.12, -0.09, -0.08], [0.10, 0.61, 0.25], [-0.20, 0.05, -0.19], [0.80, 0.50, 0.54]],
  "relative_energy_kcal_mol": 0.0,
  "multiplicity": 1,
  "homo_lumo_gap_ha": 0.3559,
  "smiles": "CCOC(=O)C(F)(F)F.CCOC(=O)C(F)(F)F.COCCOCCOC.COCCOCCOC.COCCOCCOC.COCCOCCOC.COCCOCCOC.COCCOCCOC.COCCOCCOC",
  "energy_ha": -4449.50573
}